2 unconnected molecules or ions with the total composition C5H13N3, computed with ωB97M-V with the def2-TZVPD basis set.

Last column: Löwdin charge in e.
Element x y z (Å)
C1 -3.61 1.04 0.89  -0.123
C2 -2.72 -0.02 0.31  -0.194
C3 -2.54 -0.22 -0.99  -0.238
N1 -1.60 -1.13 -1.53  0.013
H1 -4.06 1.67 0.13  0.068
H2 -4.43 0.59 1.46  0.066
H3 -3.06 1.67 1.58  0.067
H4 -2.16 -0.64 1.00  0.097
H5 -3.03 0.38 -1.75  0.109
H6 -1.93 -1.52 -2.40  0.069
H7 -1.40 -1.90 -0.90  0.074
C4 1.86 1.26 0.77  -0.169
N2 3.19 0.70 0.88  -0.046
C5 3.37 -0.43 0.35  -0.338
N3 2.46 -1.18 -0.36  0.087
H8 1.84 2.25 1.22  0.062
H9 1.12 0.64 1.27  0.072
H10 1.52 1.39 -0.27  0.071
H11 4.35 -0.90 0.41  0.108
H12 1.63 -0.75 -0.73  0.064
H13 2.75 -2.05 -0.77  0.079

Calculated values
relative energy (zero: lowest compared OMol25 entry of this formula, charge and spin) = 107.8 kJ/mol
spin multiplicity = 1
E_LUMO = 0.88 eV
orbital gap = 0.3390 hartree
net charge = 0
structure (SMILES) = C/C=C/N.C/N=C\N


2 unconnected molecules or ions with the total composition C3HClFO2 at a distorted geometry, computed with ωB97M-V with the def2-TZVPD basis set.

Last column: Löwdin charge in e.
Element x y z (Å)
C1 -0.23 0.50 -0.97  -0.428
C2 1.05 0.69 -1.23  -0.546
C3 1.64 0.71 2.53  -0.513
O1 2.45 1.27 3.14  0.165
O2 0.94 0.01 1.94  0.165
F1 -1.28 1.14 -0.15  -0.217
Cl1 1.69 2.11 -0.18  0.294
H1 -0.92 -0.07 -1.74  0.079

Calculated values
relative energy (zero: lowest compared OMol25 entry of this formula, charge and spin) = 191.0 kJ/mol
spin multiplicity = 1
E_LUMO = 3.49 eV
orbital gap = 0.2631 hartree
net charge = -1


A molecular structure, C4H14IMnO5 at a distorted geometry, computed with ωB97M-V with the def2-TZVPD basis set.

Last column: Löwdin charge in e.
Element x y z (Å)
Mn1 -1.08 -22.51 5.29  1.123
I1 1.41 -22.26 3.74  0.388
O1 2.41 -22.26 6.97  -0.120
H1 2.38 -22.36 6.02  -0.179
H2 3.00 -21.52 7.11  0.043
C1 4.48 -25.16 3.41  -0.261
C2 3.82 -26.13 4.40  -0.261
O2 4.63 -26.39 5.52  -0.036
O3 4.70 -23.86 3.89  -0.074
H3 3.88 -25.18 2.50  0.105
H4 5.45 -25.62 3.19  0.128
H5 3.59 -27.00 3.79  0.125
H6 2.87 -25.65 4.63  0.098
H7 5.00 -25.56 5.82  0.086
H8 3.85 -23.41 3.91  -0.052
C3 0.98 -25.01 -0.59  -0.276
C4 0.24 -25.50 0.69  -0.187
O4 1.11 -25.41 1.84  -0.138
O5 1.20 -23.67 -0.81  -0.054
H9 0.40 -25.34 -1.45  0.116
H10 1.92 -25.55 -0.64  0.122
H11 -0.05 -26.55 0.61  0.122
H12 -0.66 -24.93 0.93  0.107
H13 1.38 -24.48 1.84  -0.031
H14 1.70 -23.50 -1.62  0.102

Calculated values
spin multiplicity = 6
E_LUMO (alpha / beta) = -8.23 / -8.08 eV
orbital gap (alpha / beta) = 0.1350 / 0.1406 hartree
net charge = +1
⟨S²⟩ = 8.7787


A molecular structure, C20H12F6IrN5O6S2 at a distorted geometry, computed with ωB97M-V with the def2-TZVPD basis set.

Last column: Löwdin charge in e.
Element x y z (Å)
Ir1 -0.69 0.42 -0.55  1.308
O1 1.97 3.40 -1.08  0.152
C1 1.41 2.37 -0.81  -0.383
N1 0.07 2.22 -0.48  -0.045
C2 -0.81 3.26 -0.32  -0.178
C3 -0.49 4.61 -0.14  0.002
C4 -1.51 5.51 0.01  -0.037
C5 -2.87 5.11 -0.02  -0.039
C6 -3.23 3.81 -0.21  0.007
C7 -2.21 2.85 -0.37  -0.178
N2 -2.37 1.52 -0.60  -0.033
C8 -3.56 0.93 -1.00  -0.400
O2 -4.59 1.51 -1.25  0.138
C9 -3.40 -0.56 -1.15  -0.176
C10 -4.55 -1.32 -1.27  0.029
C11 -4.42 -2.69 -1.47  -0.007
C12 -3.14 -3.21 -1.59  -0.012
C13 -2.05 -2.38 -1.46  -0.119
N3 -2.16 -1.08 -1.20  -0.033
C14 2.12 1.03 -0.83  -0.179
C15 3.50 1.07 -1.11  0.066
C16 4.22 -0.12 -1.23  -0.027
C17 3.60 -1.28 -0.91  -0.001
C18 2.18 -1.31 -0.46  -0.281
N4 1.42 -0.07 -0.62  0.000
H1 0.54 4.92 -0.10  0.113
H2 -1.28 6.56 0.17  0.116
H3 -3.64 5.86 0.12  0.118
H4 -4.26 3.52 -0.24  0.113
H5 -5.50 -0.82 -1.22  0.132
H6 -5.29 -3.32 -1.56  0.125
H7 -2.98 -4.26 -1.79  0.122
H8 -1.05 -2.77 -1.58  0.109
H9 3.94 2.05 -1.28  0.133
H10 5.26 -0.12 -1.53  0.134
H11 4.11 -2.23 -0.95  0.126
H12 1.67 -2.09 -1.04  0.152
F1 0.56 0.02 2.63  0.146
C19 -0.06 -1.15 2.76  -0.682
F2 0.07 -1.61 3.98  0.195
F3 -1.35 -1.01 2.48  0.143
S1 0.62 -2.38 1.50  0.748
O3 -0.15 -2.19 0.30  -0.354
O4 0.75 -3.63 2.14  -0.188
N5 2.10 -1.75 0.99  -0.237
S2 3.36 -1.75 2.09  0.728
O5 4.31 -0.78 1.68  -0.201
O6 2.73 -1.76 3.37  -0.216
C20 4.14 -3.44 1.85  -0.661
F4 3.85 -4.21 2.87  0.191
F5 3.67 -3.99 0.72  0.144
F6 5.45 -3.29 1.74  0.176

Calculated values
relative energy (zero: lowest compared OMol25 entry of this formula, charge and spin) = 229.6 kJ/mol
spin multiplicity = 2
E_LUMO (alpha / beta) = -5.59 / -5.63 eV
orbital gap (alpha / beta) = 0.2117 / 0.2100 hartree
net charge = +1
⟨S²⟩ = 0.7903


A molecular structure, C5H10F15HfO20S5 at a distorted geometry, computed with ωB97M-V with the def2-TZVPD basis set.

Last column: Löwdin charge in e.
Element x y z (Å)
Hf1 0.46 -0.34 0.52  1.772
C1 1.92 -4.97 0.65  -0.620
F1 1.19 -5.05 -0.45  0.134
F2 2.04 -6.25 1.11  0.100
F3 3.10 -4.53 0.23  0.118
S1 1.13 -3.77 1.98  0.542
O1 2.01 -3.68 3.08  -0.300
O2 0.91 -2.50 1.23  -0.465
O3 -0.13 -4.41 2.40  -0.325
C2 2.25 3.42 -1.88  -0.590
F4 2.22 2.29 -2.68  0.069
F5 3.36 3.52 -1.21  0.136
F6 2.11 4.47 -2.75  0.084
S2 0.76 3.34 -0.65  0.535
O4 1.11 4.30 0.36  -0.307
O5 -0.43 3.62 -1.46  -0.291
O6 0.65 1.96 -0.15  -0.444
C3 -2.26 1.94 4.00  -0.626
F7 -3.04 1.00 3.55  0.131
F8 -3.05 2.99 4.27  0.114
F9 -1.72 1.49 5.17  0.077
S3 -0.86 2.48 2.72  0.582
O7 -1.49 3.48 1.81  -0.297
O8 0.23 3.07 3.49  -0.334
O9 -0.45 1.24 2.01  -0.468
C4 -4.14 0.22 -1.43  -0.681
F10 -5.36 0.47 -1.18  0.186
F11 -3.86 -1.10 -1.09  0.050
F12 -3.90 0.36 -2.71  0.146
S4 -2.89 1.28 -0.43  0.616
O10 -3.58 1.63 0.82  -0.327
O11 -1.62 0.48 -0.28  -0.450
O12 -2.64 2.39 -1.37  -0.302
C5 1.29 0.00 -4.54  -0.573
F13 1.36 1.05 -5.43  0.076
F14 1.08 -1.11 -5.34  0.059
F15 2.47 -0.11 -3.92  0.114
S5 -0.21 0.19 -3.36  0.584
O13 -1.29 -0.78 -3.67  -0.340
O14 0.30 0.07 -1.98  -0.431
O15 -0.67 1.61 -3.53  -0.307
O16 -1.50 -1.13 1.80  -0.096
H1 -1.32 -1.43 2.70  0.063
H2 -2.45 -1.19 1.72  0.080
O17 2.67 0.56 0.58  -0.092
H3 3.51 0.60 0.13  0.082
H4 2.71 1.27 1.22  0.082
O18 2.19 -1.70 -0.83  -0.079
H5 2.15 -2.24 -1.62  0.077
H6 3.07 -1.86 -0.48  0.060
O19 -0.86 -2.06 -0.69  -0.100
H7 -1.53 -2.54 -0.20  0.061
H8 -1.14 -2.11 -1.60  0.051
O20 1.29 -0.51 2.78  -0.094
H9 0.70 -0.91 3.41  0.069
H10 2.15 -0.54 3.21  0.085

Calculated values
relative energy (zero: lowest compared OMol25 entry of this formula, charge and spin) = 18.1 kJ/mol
spin multiplicity = 2
E_LUMO (alpha / beta) = 3.42 / 3.39 eV
orbital gap (alpha / beta) = 0.1403 / 0.2484 hartree
net charge = -2
⟨S²⟩ = 0.7507


A molecular structure, C22H6F15GeN2NiO3S at a distorted geometry, computed with ωB97M-V with the def2-TZVPD basis set.

Last column: Löwdin charge in e.
Element x y z (Å)
Ni1 -0.03 0.12 -0.18  0.280
N1 0.42 1.24 1.57  -0.036
C1 1.14 0.45 2.57  -0.149
C2 1.04 -1.04 2.25  -0.569
O1 1.21 -1.88 3.13  0.002
N2 0.85 -1.25 0.95  -0.029
C3 0.76 -2.59 0.45  -0.129
C4 -0.03 -2.58 -0.89  -0.635
O2 -0.26 -3.64 -1.44  0.020
O3 -0.33 -1.40 -1.31  -0.116
H1 0.85 2.13 1.38  0.089
H2 -0.54 1.42 1.85  0.063
H3 0.79 0.64 3.59  0.116
H4 2.20 0.71 2.53  0.121
H5 0.28 -3.27 1.16  0.119
H6 1.74 -3.00 0.19  0.123
F1 0.26 4.13 -2.37  0.079
C5 -0.60 5.07 -1.94  -0.236
C6 -1.95 4.77 -1.89  -0.119
C7 -2.79 5.78 -1.47  -0.216
F2 -4.12 5.62 -1.49  0.103
C8 -2.32 7.01 -1.06  -0.141
F3 -3.15 7.97 -0.65  0.116
C9 -0.96 7.27 -1.09  -0.139
F4 -0.49 8.45 -0.69  0.125
C10 -0.08 6.30 -1.55  -0.143
F5 1.22 6.55 -1.61  0.118
Ge1 -2.39 2.83 -2.23  0.684
S1 -1.58 1.66 -0.66  0.389
C11 -1.94 2.72 -4.17  -0.124
C12 -2.46 3.65 -5.05  -0.237
F6 -3.31 4.58 -4.60  0.098
C13 -2.15 3.64 -6.39  -0.142
F7 -2.66 4.54 -7.23  0.116
C14 -1.28 2.67 -6.87  -0.134
F8 -0.96 2.65 -8.17  0.127
C15 -0.74 1.73 -6.02  -0.137
F9 0.10 0.81 -6.49  0.127
C16 -1.08 1.77 -4.67  -0.222
F10 -0.54 0.86 -3.86  0.102
C17 -4.38 2.66 -2.10  -0.125
C18 -5.21 2.17 -3.09  -0.210
F11 -4.74 1.97 -4.33  0.099
C19 -6.55 1.88 -2.86  -0.141
F12 -7.32 1.41 -3.85  0.117
C20 -7.08 2.06 -1.60  -0.136
F13 -8.36 1.76 -1.37  0.128
C21 -6.28 2.55 -0.58  -0.139
F14 -6.80 2.73 0.64  0.120
C22 -4.95 2.83 -0.84  -0.254
F15 -4.21 3.31 0.16  0.072

Calculated values
relative energy (zero: lowest compared OMol25 entry of this formula, charge and spin) = 102.0 kJ/mol
spin multiplicity = 1
E_LUMO (alpha / beta) = 1.93 / 1.94 eV
orbital gap (alpha / beta) = 0.2851 / 0.2864 hartree
net charge = -1


C5H10N2O in the gas phase at a distorted geometry, computed with ωB97M-V with the def2-TZVPD basis set.

Last column: Löwdin charge in e.
Element x y z (Å)
C1 -0.70 0.96 -1.36  0.031
C2 -1.11 0.80 -0.03  -0.381
N1 -2.10 1.57 0.58  0.103
C3 -0.27 -0.10 0.63  -0.286
O1 -0.61 -0.79 1.78  0.040
C4 0.88 -0.43 -0.11  -0.311
C5 1.34 -1.87 -0.10  -0.041
N2 1.94 0.46 -0.44  0.052
H1 -0.58 0.12 -2.03  0.059
H2 -0.88 1.89 -1.89  0.051
H3 -2.85 1.86 -0.03  0.093
H4 -2.45 1.20 1.46  0.079
H5 -1.54 -0.61 2.00  0.091
H6 2.10 -2.04 0.67  0.083
H7 1.79 -2.12 -1.06  0.083
H8 0.52 -2.55 0.10  0.079
H9 1.71 1.42 -0.23  0.091
H10 2.80 0.21 0.04  0.082

Calculated values
relative energy (zero: lowest compared OMol25 entry of this formula, charge and spin) = 312.4 kJ/mol
spin multiplicity = 1
E_LUMO = 0.65 eV
orbital gap = 0.2809 hartree
net charge = 0
structure (SMILES) = C=C(N)/C(O)=C(/C)N


What is the formula in the fifth record?
C5H10F15HfO20S5


The lowest net charge belongs to which entry?
C5H10F15HfO20S5